Molecular formula: C26H51IrNO2P2
Method: DFT, ωB97M-V/def2-TZVPD

The calculation puts the energy relative to the best compared isomer or geometry (same formula, charge and spin) at 0.0 kcal per mole. Its HOMO energy (spin up / spin down) is -0.6276 / -0.7775 Ha.

Geometry as ORCA input:
```
! wB97M-V def2-TZVPD RIJCOSX def2/J DEFGRID3
* xyz 4 6
Ir 0.103 -0.137 -1.075
C 1.958 -0.192 -0.736
O 3.076 -0.204 -0.435
C -1.522 0.145 -0.163
O -2.415 0.369 0.566
P 0.121 2.283 -1.460
C -0.238 2.407 -3.263
H -0.335 3.475 -3.487
C -1.196 3.391 -0.707
H -2.082 2.730 -0.721
C 1.767 3.141 -1.380
H 2.427 2.434 -1.915
C 1.455 -3.194 0.619
P -0.108 -2.488 -0.140
H -0.577 -4.573 -1.202
H 2.225 -2.992 -0.145
C -1.420 -3.168 1.013
H -1.087 -4.202 1.198
C -0.923 3.788 0.747
H -1.807 4.308 1.148
H -0.074 4.480 0.832
H -0.744 2.917 1.389
C -1.530 4.659 -1.499
H -0.714 5.392 -1.472
H -2.411 5.128 -1.038
H -1.786 4.461 -2.542
C 1.821 4.480 -2.124
H 1.432 4.428 -3.144
H 2.875 4.781 -2.207
H 1.291 5.278 -1.589
C 2.320 3.301 0.038
H 3.249 3.887 -0.007
H 2.581 2.332 0.475
H 1.625 3.813 0.711
C 0.940 1.864 -4.072
H 1.651 2.647 -4.368
H 0.586 1.387 -4.991
H 1.499 1.097 -3.525
C -1.596 1.769 -3.583
H -1.648 0.723 -3.262
H -1.756 1.777 -4.668
H -2.430 2.303 -3.105
C 1.390 -4.711 0.857
H 1.003 -5.279 0.004
H 0.790 -4.958 1.744
H 2.409 -5.079 1.049
C 1.892 -2.502 1.913
H 1.184 -2.661 2.733
C -1.442 -3.193 -2.562
H 2.032 -1.423 1.800
H 2.856 -2.925 2.230
C 1.019 -3.722 -2.385
H -1.396 -2.140 -2.860
H -1.346 -3.806 -3.465
H -2.410 -3.410 -2.103
C -0.300 -3.591 -1.622
H 0.800 -3.939 -3.437
H 1.645 -4.532 -1.994
H 1.594 -2.788 -2.350
C -2.824 -3.216 0.412
H -3.167 -2.210 0.138
H -3.510 -3.605 1.178
H -2.880 -3.889 -0.447
C -1.498 -2.452 2.360
H -1.753 -1.397 2.216
H -0.584 -2.519 2.957
H -2.313 -2.900 2.944
H 0.709 -0.584 -2.607
H -0.224 -0.596 -2.679
N 0.990 0.778 2.248
C 0.410 0.587 3.481
C 1.148 -0.018 4.523
C 0.497 -0.476 5.666
C -0.881 -0.283 5.829
C -1.616 0.398 4.852
C -0.969 0.867 3.699
H 2.000 0.858 2.133
H 0.444 0.851 1.385
H 2.220 -0.160 4.362
H 1.082 -0.986 6.433
H -1.389 -0.637 6.729
H -2.693 0.582 4.973
H -1.527 1.439 2.952
*
```

Mulliken population analysis, charges in e, atoms 1 to 2:
1. Ir 2.080
2. C 0.223

***

Molecular formula: C63H54BrGeN3O2RuSbSi
Method: DFT, ωB97M-V/def2-TZVPD

The calculation puts the energy relative to the best compared isomer or geometry (same formula, charge and spin) at 0.0 kcal per mole. Its HOMO energy (spin up / spin down) is 0.0001 / -0.0900 Ha.

Geometry as ORCA input:
```
! wB97M-V def2-TZVPD RIJCOSX def2/J DEFGRID3
* xyz -2 6
Ru -0.752 -0.980 0.757
Br 0.236 -0.271 -7.069
C 0.323 -0.238 -5.155
C 1.420 -0.831 -4.503
C 1.505 -0.763 -3.135
C 0.507 -0.132 -2.323
O 0.678 0.006 -1.068
C -0.654 0.382 -3.031
C -1.714 1.043 -2.344
N -2.014 0.759 -1.062
C -2.543 1.766 -0.172
C -3.402 2.727 -0.708
C -3.961 3.696 0.107
C -3.646 3.729 1.457
C -2.769 2.783 2.021
C -2.386 2.834 3.388
C -1.471 1.891 3.877
C -1.008 0.903 3.056
N -1.387 0.765 1.726
C -2.227 1.739 1.191
C -0.676 0.361 -4.445
H 2.187 -1.337 -5.076
H 2.361 -1.182 -2.612
H -2.245 1.857 -2.822
H -3.675 2.682 -1.757
H -4.649 4.421 -0.316
H -4.059 4.500 2.104
H -2.798 3.611 4.026
H -1.112 1.925 4.899
H -0.345 0.143 3.429
H -1.528 0.787 -4.964
C -0.307 -2.287 5.461
Si -0.998 -2.722 3.772
C -0.903 -4.592 3.638
C -2.810 -2.265 3.823
O -0.180 -1.967 2.606
H -0.919 -2.701 6.280
H -0.275 -1.192 5.578
H 0.719 -2.671 5.570
H -1.677 -5.080 4.253
H 0.083 -4.953 3.978
H -1.030 -4.919 2.592
H -3.316 -2.730 4.686
H -3.333 -2.584 2.911
H -2.921 -1.173 3.907
N -0.111 -2.694 -0.123
C 0.384 -3.572 -0.719
C 0.971 -4.601 -1.437
C 2.345 -4.513 -1.909
C 2.908 -5.555 -2.594
C 2.185 -6.751 -2.867
C 0.844 -6.848 -2.408
C 0.238 -5.827 -1.724
H 2.913 -3.611 -1.706
H 3.932 -5.461 -2.939
H 2.647 -7.566 -3.409
H 0.279 -7.755 -2.604
H -0.790 -5.919 -1.385
C -1.955 -0.591 -0.677
Ge -3.006 -1.726 -1.850
C -2.290 -2.271 -3.565
C -1.136 -3.059 -3.506
C -0.463 -3.433 -4.664
C -0.944 -3.024 -5.903
C -2.092 -2.243 -5.979
C -2.757 -1.863 -4.815
C -3.540 -3.410 -0.991
C -2.907 -3.985 0.114
C -3.351 -5.198 0.640
C -4.450 -5.840 0.086
C -5.108 -5.268 -1.001
C -4.650 -4.069 -1.534
C -4.680 -0.698 -1.884
C -5.300 -0.092 -2.977
C -6.428 0.714 -2.812
C -6.949 0.933 -1.544
C -6.347 0.338 -0.440
C -5.225 -0.468 -0.611
H -0.741 -3.375 -2.547
H 0.441 -4.029 -4.587
H -0.414 -3.295 -6.808
H -2.456 -1.908 -6.944
H -3.640 -1.240 -4.896
H -2.073 -3.486 0.578
H -2.837 -5.634 1.491
H -4.795 -6.781 0.498
H -5.980 -5.752 -1.425
H -5.170 -3.633 -2.387
H -4.908 -0.236 -3.976
H -6.889 1.181 -3.678
H -7.815 1.573 -1.413
H -6.732 0.520 0.558
H -4.755 -0.914 0.262
C 2.451 2.207 5.679
C 2.399 2.795 4.419
C 2.354 1.997 3.279
C 2.382 0.601 3.370
C 2.406 0.026 4.645
C 2.445 0.821 5.790
Sb 2.167 -0.609 1.585
C 3.059 -2.356 2.475
C 2.434 -3.598 2.329
C 2.993 -4.745 2.896
C 4.176 -4.659 3.622
C 4.809 -3.425 3.772
C 4.255 -2.287 3.196
C 4.046 0.008 0.669
C 5.030 -0.927 0.321
C 6.225 -0.526 -0.276
C 6.454 0.818 -0.549
C 5.469 1.754 -0.254
C 4.275 1.348 0.336
H 2.480 2.827 6.569
H 2.372 3.876 4.322
H 2.271 2.479 2.310
H 2.375 -1.054 4.751
H 2.461 0.353 6.770
H 1.497 -3.668 1.786
H 2.495 -5.703 2.768
H 4.606 -5.548 4.070
H 5.732 -3.351 4.336
H 4.763 -1.335 3.310
H 4.871 -1.981 0.518
H 6.977 -1.267 -0.528
H 7.387 1.132 -1.004
H 5.626 2.801 -0.489
H 3.510 2.095 0.525
*
```

Mulliken population analysis, charges in e, atoms 1 to 2:
1. Ru -0.010
2. Br -0.212

***

Molecular formula: C5H5N5OS
Method: DFT, ωB97M-V/def2-TZVPD

Its SMILES is Cc1nonc1-c1n[nH]c(=S)[nH]1. The calculation puts the energy relative to the best compared isomer or geometry (same formula, charge and spin) at 13.6 kcal per mole. Its HOMO energy is -0.3222 Ha.

Geometry as ORCA input:
```
! wB97M-V def2-TZVPD RIJCOSX def2/J DEFGRID3
* xyz 0 1
C 0.367 -1.979 -1.389
C 0.431 -1.856 0.130
C 0.304 -0.704 0.790
C 0.108 0.677 0.342
C -0.642 2.809 0.239
H -0.529 -1.564 -1.894
H 0.537 -2.935 -1.634
H 1.228 -1.429 -1.717
H -0.273 2.751 -1.844
H -0.723 1.516 2.092
N 0.444 -2.965 0.891
N 0.250 -1.049 2.097
N 0.100 0.941 -0.929
N -0.484 2.220 -1.012
N -0.395 1.702 1.114
O 0.413 -2.433 2.183
S -1.137 4.297 0.540
*
```

Mulliken population analysis, charges in e, atoms 1 to 2:
1. C -1.284
2. C 0.841

***

Molecular formula: CClF2O3S
Method: DFT, ωB97M-V/def2-TZVPD

The calculation puts the energy relative to the best compared isomer or geometry (same formula, charge and spin) at 27.8 kcal per mole. Its HOMO energy is -0.1780 Ha.

Geometry as ORCA input:
```
! wB97M-V def2-TZVPD RIJCOSX def2/J DEFGRID3
* xyz -1 1
C 0.489 -0.762 -0.911
O -1.658 1.165 0.887
O 0.183 1.578 2.333
O 0.889 0.076 0.358
F 0.302 -2.036 -0.636
F -0.591 -0.358 -1.576
S -0.581 0.568 1.612
Cl 1.822 -0.772 -2.105
*
```

Mulliken population analysis, charges in e, atoms 1 to 2:
1. C 0.597
2. O -0.513

***

Molecular formula: C40H57N6O4SiW
Method: DFT, ωB97M-V/def2-TZVPD

The calculation puts the energy relative to the best compared isomer or geometry (same formula, charge and spin) at 7.7 kcal per mole. Its HOMO energy (spin up / spin down) is -0.3761 / -0.3722 Ha.

Geometry as ORCA input:
```
! wB97M-V def2-TZVPD RIJCOSX def2/J DEFGRID3
* xyz 1 3
W 1.421 -0.047 0.031
C -4.762 2.570 1.328
O -4.727 3.647 0.378
C -3.543 4.312 0.272
C -3.314 5.022 -0.908
C -2.264 5.914 -1.028
C -1.302 5.997 0.009
C -1.525 5.257 1.144
C -2.608 4.455 1.318
N -0.195 6.845 -0.255
N 0.993 6.462 -0.171
C 1.291 5.095 0.196
C 1.866 4.871 1.429
C 2.210 3.558 1.782
C 2.083 2.517 0.881
O 2.427 1.254 1.187
C 1.541 2.786 -0.392
N 1.322 1.709 -1.187
C 1.066 1.914 -2.496
C 0.915 3.174 -3.001
C 0.858 4.266 -2.159
C 1.203 4.107 -0.810
H -5.583 1.955 0.984
H -5.031 2.941 2.309
H -3.858 1.954 1.378
H -3.961 4.830 -1.776
H -2.251 6.483 -1.916
H -0.750 5.368 1.903
H -2.707 3.816 2.212
H 1.967 5.718 2.128
H 2.728 3.305 2.730
H 0.939 1.042 -3.166
H 0.842 3.323 -4.053
H 0.662 5.255 -2.519
C 2.103 -0.198 4.387
N 1.340 -0.494 3.200
C 2.024 -1.336 2.223
C 0.253 0.228 2.830
N 0.005 0.449 1.563
N -0.522 0.711 3.875
C -1.458 1.767 3.598
C -0.942 -0.289 4.917
H 3.172 0.086 4.165
H 2.103 -1.032 5.093
H 1.624 0.654 4.869
H 2.134 -2.357 2.669
H 2.994 -0.922 1.945
H 1.346 -1.578 1.338
H -0.950 0.842 1.381
H -2.427 1.461 3.091
H -0.943 2.445 2.938
H -1.757 2.261 4.559
H -0.129 -0.994 4.949
H -1.851 -0.734 4.574
H -1.060 0.206 5.857
O 3.386 -0.248 -0.894
C 2.922 -0.831 -1.923
O 1.659 -0.980 -1.911
C 3.718 -1.384 -3.054
C 5.075 -1.548 -2.973
C 5.765 -2.130 -4.027
C 5.070 -2.621 -5.133
C 3.691 -2.459 -5.242
C 3.012 -1.819 -4.209
H 5.592 -1.178 -2.094
H 6.835 -2.285 -3.937
H 5.585 -3.217 -5.874
H 3.122 -2.835 -6.115
H 1.947 -1.707 -4.213
C 1.936 -3.764 0.017
C 0.559 -3.678 -0.754
C 0.895 -4.005 -2.262
C -0.093 -5.032 -0.257
Si -0.468 -2.080 -0.379
C -1.729 -2.545 1.097
C -2.691 -1.414 1.470
C -0.982 -2.847 2.354
C -2.619 -3.821 0.758
C -1.653 -1.320 -1.788
C -2.115 0.134 -1.553
C -2.907 -2.188 -1.995
C -0.949 -1.290 -3.102
H 2.404 -4.660 -0.314
H 1.718 -3.922 1.123
H 2.600 -2.901 -0.126
H 1.350 -4.968 -2.349
H 1.679 -3.347 -2.685
H 0.049 -3.917 -2.911
H 0.654 -5.800 -0.481
H -0.982 -5.378 -0.819
H -0.245 -5.072 0.827
H -2.211 -0.475 1.718
H -3.234 -1.656 2.399
H -3.453 -1.223 0.727
H -0.503 -1.963 2.790
H -0.220 -3.633 2.295
H -1.654 -3.193 3.136
H -2.796 -4.000 -0.299
H -3.598 -3.635 1.216
H -2.200 -4.709 1.236
H -2.586 0.259 -0.584
H -2.957 0.467 -2.235
H -1.332 0.865 -1.661
H -3.650 -2.188 -1.235
H -2.636 -3.209 -2.200
H -3.372 -1.759 -2.877
H -0.134 -0.597 -3.086
H -1.656 -0.896 -3.842
H -0.606 -2.248 -3.550
*
```

Mulliken population analysis, charges in e, atoms 1 to 2:
1. W 0.960
2. C -0.398

***

Molecular formula: C29H25N4O8Pb
Method: DFT, ωB97M-V/def2-TZVPD

Its HOMO energy is -0.4053 Ha.

Geometry as ORCA input:
```
! wB97M-V def2-TZVPD RIJCOSX def2/J DEFGRID3
* xyz 1 1
Pb -0.161 2.045 -0.732
O -0.123 8.234 -2.197
C -0.167 6.916 -2.054
C -1.379 6.213 -1.947
C -1.324 4.848 -1.750
N -0.162 4.250 -1.660
C 0.998 4.852 -1.770
C 1.051 6.214 -1.979
C 2.299 3.992 -1.555
O 3.343 4.560 -1.744
O 2.070 2.810 -1.174
C -2.622 3.987 -1.547
O -3.669 4.558 -1.715
O -2.393 2.793 -1.204
H -1.005 8.635 -2.219
H -2.344 6.697 -1.997
H 1.999 6.724 -2.061
C -1.940 -4.552 -1.189
O -1.605 -5.163 0.035
C -0.678 -4.724 0.925
C -0.298 -5.720 1.834
C 0.626 -5.483 2.826
C 1.208 -4.228 2.931
C 0.834 -3.222 2.065
C -0.120 -3.438 1.068
N -0.483 -2.406 0.180
C -0.310 -1.061 0.292
N -0.429 -0.556 1.540
C -0.275 0.685 2.155
C -0.141 1.925 1.560
C 0.022 3.083 2.293
C -0.001 3.021 3.675
C -0.175 1.806 4.313
C -0.312 0.643 3.579
O -0.461 -0.601 4.098
C -0.460 -0.758 5.505
N -0.206 -0.345 -0.803
C -0.039 -0.874 -2.088
C -0.838 -0.345 -3.099
C -0.656 -0.716 -4.415
C 0.344 -1.622 -4.742
C 1.153 -2.153 -3.757
C 0.979 -1.797 -2.422
O 1.709 -2.301 -1.393
C 2.771 -3.197 -1.668
H -2.578 -5.283 -1.686
H -1.065 -4.380 -1.825
H -2.514 -3.631 -1.057
H -0.749 -6.693 1.719
H 0.903 -6.275 3.501
H 1.967 -4.039 3.670
H 1.318 -2.260 2.140
H -0.637 -2.720 -0.767
H -0.606 -1.261 2.252
H 0.131 4.039 1.805
H 0.096 3.928 4.252
H -0.206 1.771 5.388
H -0.548 -1.833 5.668
H -1.310 -0.240 5.959
H 0.471 -0.387 5.941
H -1.604 0.367 -2.824
H -1.275 -0.289 -5.186
H 0.495 -1.920 -5.768
H 1.936 -2.837 -4.036
H 3.188 -3.457 -0.695
H 3.544 -2.722 -2.278
H 2.416 -4.108 -2.163
*
```

Mulliken population analysis, charges in e, atoms 1 to 2:
1. Pb 1.352
2. O -0.499

***

Molecular formula: C6H32O11
Method: DFT, ωB97M-V/def2-TZVPD

The calculation puts the energy relative to the best compared isomer or geometry (same formula, charge and spin) at 19.4 kcal per mole. Its HOMO energy (spin up / spin down) is 0.0084 / -0.2485 Ha.

Geometry as ORCA input:
```
! wB97M-V def2-TZVPD RIJCOSX def2/J DEFGRID3
* xyz -1 2
C 0.669 0.018 -2.484
O 0.452 1.393 -2.329
C -0.616 -0.708 -2.690
C -1.302 -1.178 -1.491
C -0.637 -2.496 -0.881
C 0.193 -2.538 0.159
C -1.227 -3.606 -1.575
H 1.428 -0.027 -3.337
H 1.219 -0.288 -1.604
H 0.121 1.368 -1.323
H -0.307 -1.662 -3.273
H -1.274 -0.240 -3.474
H -2.382 -1.312 -1.510
H -1.140 -0.242 -0.797
H 0.540 -1.589 0.707
H 0.454 -3.497 0.611
H -2.240 -3.882 -1.343
H -1.463 -3.527 -2.656
H -0.642 -4.524 -1.667
H -1.987 2.565 -1.652
H -1.049 2.527 -2.879
O -1.928 2.530 -2.638
H -0.596 -0.345 4.243
H 0.881 -0.258 4.271
O 0.093 0.320 4.325
H -1.583 2.188 2.139
H -2.804 2.820 1.329
O -2.137 2.067 1.310
H 3.540 0.831 1.916
H 2.527 1.060 0.793
O 2.627 0.780 1.668
H -0.451 2.180 0.678
H 0.634 3.218 0.529
O 0.353 2.416 0.101
H 1.969 -0.520 2.542
H 2.738 -1.113 3.551
O 1.837 -1.171 3.224
H -3.756 1.032 -3.203
H -4.244 0.432 -1.973
O -4.338 0.288 -2.877
H 2.190 1.963 -1.012
H 3.602 2.138 -1.391
O 3.094 2.188 -0.623
H 1.225 2.167 2.451
H 0.143 1.783 3.506
O 0.328 2.116 2.591
H 1.506 -3.927 2.542
H 2.527 -4.425 1.711
O 1.642 -4.658 1.915
*
```

Mulliken population analysis, charges in e, atoms 1 to 2:
1. C -0.690
2. O -0.547

***

Short version: E_tot = -2011.724554 -8023.389710 -940.639347 -1321.996064 -2544.209478 -2133.618892 -1075.327649 Ha, in the order given.